Record 1
Molecular formula: C24H26N4O3S2
Method: DFT, ωB97M-V/def2-TZVPD

Results
Structure (SMILES)   Cc1cc(SCC(=O)Nc2cccc(S(=O)(=O)NC3=NCCCCC3)c2)nc2ccccc12
Frontier orbital gap   0.29527 Eh
Spin multiplicity   1

CARTESIAN COORDINATES (ANGSTROEM)
H: -0.3904 -0.1545 -0.9301
C: 1.1741 1.3585 -2.6717
H: 0.8342 0.2596 1.5628
N: 2.3968 -1.5548 0.2023
C: -0.7007 -1.2731 2.6110
C: -1.6616 -1.0633 1.6024
C: 2.5336 0.6519 -2.6287
C: -1.4050 -3.3812 0.9305
H: 0.1797 -0.0764 -3.9264
C: -1.4367 3.4612 1.2011
C: -0.2263 -0.6422 -1.8945
H: 0.6865 -2.6275 3.4784
C: 0.9288 -1.6415 -1.7639
C: 2.9421 3.3116 0.5858
C: -2.0475 -2.1408 0.7626
C: -0.0805 -2.4880 2.7331
N: -2.1539 0.1885 1.4403
O: -1.1514 4.5873 0.8669
C: 2.0872 -1.0177 -1.0192
C: 0.7962 2.3747 1.1411
H: -0.9043 1.0157 -3.0646
H: 3.3286 1.3974 -2.7177
C: -0.4274 -3.5427 1.8783
N: 2.7788 -0.0248 -1.3843
C: 1.4072 1.1300 1.2859
C: 3.5480 2.0710 0.7212
H: 0.5913 -2.5334 -1.2323
C: -3.5410 -0.6193 -0.3353
H: -3.9739 -3.7979 -0.4945
H: 3.5364 4.1701 0.3127
N: -0.5758 2.4265 1.3600
C: -2.8701 3.0369 1.5157
H: 4.5998 1.9185 0.5492
H: 1.1146 4.4367 0.6671
C: -3.5600 -2.9902 -1.0965
H: -2.7513 -3.4008 -1.7001
S: 3.3897 -0.6641 1.2571
O: 3.0144 -1.1713 2.5489
C: 0.0068 0.4195 -2.9673
H: -4.3349 -2.6184 -1.7615
C: 2.7573 0.9941 1.0642
H: -1.6816 -4.2106 0.2976
S: -3.6128 2.0300 0.1856
H: 1.2074 2.1224 -3.4513
C: -3.0556 -1.8926 -0.2168
H: -4.2954 -0.3652 -1.0632
H: 1.7692 -2.2107 0.6383
H: 2.6138 -0.0378 -3.4798
H: 1.2656 -1.9405 -2.7598
H: -3.5021 3.9216 1.5812
C: 1.5805 3.4718 0.7866
C: -3.0322 0.4023 0.4947
O: 4.7576 -0.7696 0.8723
H: -0.4624 -0.4605 3.2802
H: -2.9243 2.4534 2.4338
H: -1.0184 1.5239 1.5934
H: 1.0155 1.8623 -1.7158
H: -1.1364 -1.1912 -2.1484
H: 0.0720 -4.4947 1.9816

Record 2
Molecular formula: C24H26N4PbS2Si
Method: DFT, ωB97M-V/def2-TZVPD

Results
Net charge   +2
Frontier orbital gap (spin up / spin down)   0.12638 / 0.12483 Eh
Spin multiplicity   1

CARTESIAN COORDINATES (ANGSTROEM)
C: -2.4259 2.7062 -3.2197
S: -3.8751 1.8080 -5.1771
H: -5.0982 1.4551 -0.9006
H: 4.3874 -0.2063 -1.1774
H: 3.3256 1.2399 -0.1453
H: 3.7380 -1.8123 6.2403
C: 3.2373 -4.4435 -1.9086
H: -3.9362 -0.8151 -2.7247
N: -4.0006 -0.3961 -3.6448
H: -2.6799 2.2849 2.6255
H: -4.6033 -0.7577 -4.3685
H: 2.9687 0.3933 5.3157
C: 3.3481 -2.5988 2.8973
H: 3.4445 -3.5399 2.3297
H: 0.5175 -5.6403 -0.1589
H: 4.0113 -4.7855 -2.6258
C: 3.0856 -0.4530 4.6408
H: -1.5759 5.4887 -3.1485
H: -0.1601 4.3042 1.6279
C: -1.6981 3.5036 -2.2521
H: -3.7578 3.3592 0.4288
C: -1.3738 4.8539 -2.2966
H: 1.9290 1.3886 0.9604
C: -4.4388 1.2913 -0.0479
N: -0.4314 3.5159 1.0575
C: -2.9406 3.0794 -4.4488
C: -3.1597 1.7291 1.8175
H: 2.2855 -6.4043 -1.7940
H: 3.9738 -3.7206 4.6325
C: 2.8168 -0.3117 3.2662
C: -3.5014 0.3542 1.8419
C: -4.3043 0.0753 0.6954
H: -4.8502 -0.8431 0.4836
C: -3.5207 0.8388 -3.7909
C: 3.2411 -3.1038 -1.4022
C: 2.8099 -1.3888 2.3474
C: 2.2694 -2.6856 -0.4294
H: 4.3657 0.4943 -1.4281
H: 0.5535 -3.3838 0.7330
C: 2.3685 0.7633 0.1431
H: -3.2868 -0.3377 2.6543
H: -0.8160 2.6795 1.4863
C: 3.6427 -2.7367 4.2719
Si: 1.6818 -1.0755 0.7451
N: -1.3285 2.9024 -1.0441
H: 4.0592 -2.4414 -1.7316
C: 2.2607 -5.3570 -1.4600
C: -0.8391 3.7988 -0.2023
H: 1.6077 1.0322 -0.6442
Pb: -1.9124 0.3046 -0.7010
N: -2.7455 1.3915 -2.8666
C: 1.2989 -3.6283 -0.0460
S: -0.6614 5.4183 -0.8171
H: -2.8258 4.0680 -4.8919
C: 1.2826 -4.9489 -0.5341
C: -3.7320 2.2989 0.6557
C: 3.4952 -1.6751 5.1756
H: 2.4734 0.6693 2.9553

Record 3
Molecular formula: C24H26O3PRhS4
Method: DFT, ωB97M-V/def2-TZVPD

Results
Net charge   +2
Frontier orbital gap   0.27777 Eh
Spin multiplicity   1

CARTESIAN COORDINATES (ANGSTROEM)
C: 0.0927 1.8842 3.7425
C: 1.2523 2.2499 -0.5952
C: -1.3669 1.3641 -1.3840
H: -2.6652 2.3965 0.0041
C: -1.2039 1.6453 4.1757
C: 3.4132 2.8895 -1.5120
H: 1.4307 1.9373 2.0768
H: 3.1270 -4.4852 -0.0225
C: -2.1782 1.2513 3.2671
C: 3.1048 4.2252 -1.2767
H: 2.6922 -3.4721 2.3396
Rh: 0.7270 -1.1630 -0.4347
H: -0.3881 -4.8859 -0.1593
H: -2.4322 -3.9058 -1.1347
H: 1.6065 -4.9557 0.7014
C: 1.8896 4.5702 -0.7116
H: -0.2830 -5.0609 -1.9004
C: -3.3246 1.9262 -3.2733
H: -0.1029 -4.0106 1.6412
H: 4.3576 2.5980 -1.9515
H: 3.8184 4.9940 -1.5389
C: 2.1670 -4.1028 0.3222
C: -0.3432 -3.0227 2.0208
S: 1.0315 -1.8948 1.6714
H: -1.4588 1.7757 5.2188
H: -3.1946 1.0834 3.5985
P: -0.0434 1.0308 -0.2151
C: 2.4854 1.9236 -1.1758
C: 0.9631 3.5878 -0.3727
S: 1.2826 -3.4386 -1.1323
C: -1.6015 -2.4453 1.4104
H: 3.2194 -2.3603 1.0818
C: -0.3092 -4.3317 -1.0904
H: -4.3951 2.8540 -1.6619
C: -3.5017 2.3199 -1.9554
H: -2.6357 0.7946 1.2320
C: 0.4167 1.7412 2.4015
H: -1.5034 -3.0165 -2.3327
C: -2.5265 2.0438 -1.0087
S: 2.8518 0.2370 -1.4167
H: -2.4414 -3.1398 1.4656
H: -0.4510 -3.0979 3.1035
H: 0.8529 2.1940 4.4466
H: -4.0872 2.1457 -4.0084
H: 1.6532 5.6101 -0.5319
C: -1.1827 0.9825 -2.7183
O: 2.6013 -0.3776 -0.0489
S: -1.4579 -1.8828 -0.3139
O: 4.1485 0.0494 -1.9461
C: -1.8595 1.0952 1.9264
H: -2.0139 0.9820 -4.6869
C: 2.4166 -3.0348 1.3780
C: -1.4842 -3.3946 -1.3085
C: -2.1631 1.2667 -3.6541
H: -1.8957 -1.5404 1.9417
H: -0.2766 0.4839 -3.0314
C: -0.5593 1.3489 1.4827
H: 0.0151 3.8778 0.0648
O: 1.7136 -0.3399 -2.2107

Record 4
Molecular formula: C24H27As2MnN5
Method: DFT, ωB97M-V/def2-TZVPD

Results
Net charge   +2
Frontier orbital gap (spin up / spin down)   0.26261 / 0.26324 Eh
Spin multiplicity   6

CARTESIAN COORDINATES (ANGSTROEM)
H: -10.3544 3.8935 10.8866
H: -12.9470 3.9732 4.5623
C: -10.2122 8.1165 13.1481
C: -16.0835 2.6471 5.2499
N: -13.7221 7.5320 11.0818
H: -8.3904 7.0589 13.8465
N: -16.9454 6.4843 9.0462
H: -19.8635 6.7365 7.3615
C: -12.2615 0.5406 7.0373
C: -9.4489 5.9096 12.3566
H: -12.7628 5.1347 5.8290
C: -14.2529 1.9167 8.4900
C: -12.4218 0.2486 8.3762
H: -15.6180 9.1414 10.7052
N: -12.8959 5.6333 9.9669
H: -11.9186 8.9045 12.1542
H: -17.7569 5.1412 7.7954
C: -12.7624 6.6961 10.8171
C: -19.0819 8.1757 8.6530
H: -16.7648 3.3235 4.7385
H: -19.9383 8.8006 8.5276
C: -11.5319 6.9004 11.5421
C: -14.0472 2.2265 7.1441
H: -17.8855 2.5633 8.4543
H: -15.5117 0.9051 11.1914
H: -14.5334 2.2433 11.8019
H: -11.3637 0.2780 6.4850
H: -16.3186 2.3312 11.8765
C: -19.0324 6.9728 7.9972
H: -17.8670 1.8852 10.1227
H: -15.3631 2.3382 4.5234
H: -12.9635 1.7511 5.3197
C: -11.3169 8.0257 12.2879
C: -13.4251 0.9573 9.0862
Mn: -14.9601 5.4105 9.1490
C: -9.2668 7.0461 13.1902
C: -12.0174 4.6186 10.0270
C: -17.9073 6.1322 8.1874
H: -12.0450 3.7684 9.2655
H: -8.7683 5.0458 12.4188
H: -18.0572 9.5909 9.9691
As: -14.9671 3.8124 6.4211
C: -13.5096 4.6084 5.2710
C: -10.5537 5.8925 11.5215
As: -15.6172 3.0125 9.4969
C: -15.4490 1.9991 11.2872
H: -11.9103 -0.5172 8.9731
H: -16.4626 1.7756 5.7820
C: -13.1194 1.5438 6.3769
C: -15.7082 8.1510 10.1978
N: -14.7285 7.2956 10.2965
H: -16.9957 1.1391 8.6711
H: -10.0653 8.9887 13.7411
H: -14.0421 5.4017 4.6865
C: -16.9180 7.7545 9.5325
H: -13.4637 0.7440 10.1545
C: -17.2832 2.0290 9.1897
N: -10.9205 4.6978 10.8095
C: -17.9831 8.6451 9.4309

> Which formula does entry 1 have?

C24H26N4O3S2

> Look up the spin multiplicity of the first one.

1

> spin multiplicity of number 1 (C24H26N4O3S2)?

1